# C8H11N2

A gas-phase ion, C8H11N2 (charge +1) at a distorted geometry (ωB97M-V with the def2-TZVPD basis set, OMol25).

Output
HOMO (spin up / spin down) in eV: -11.88 / -11.75
Largest force on an atom in Eh/bohr: 0.1002
Frontier orbital gap (spin up / spin down) in eV: 6.78 / 6.80
LUMO energy (spin up / spin down) in eV: -5.096 / -4.943
2S+1: 1
Charge: +1
ΔE to the lowest compared entry with this formula, charge and spin in kcal/mol: 109.9
DFT total energy in eV: -11443.0614

```
21
Properties=species:S:1:pos:R:3:mulliken_charge:R:1
C 1.774 1.985 -0.105 -0.875
C 2.197 0.685 0.075 -0.070
C 0.435 1.893 -0.452 -0.101
C 0.482 -2.433 0.878 0.008
C 1.300 -1.527 0.184 -0.069
C -0.728 -1.998 1.376 -1.066
C -1.119 0.168 -0.773 0.101
C -2.326 0.932 -0.905 -1.541
N 1.176 -0.163 -0.020 -0.048
N 0.021 0.584 -0.379 0.095
H 2.393 2.834 0.044 0.436
H 3.223 0.456 0.215 0.412
H -0.237 2.660 -0.718 0.433
H 0.814 -3.485 0.891 0.371
H 2.371 -1.795 -0.028 0.307
H -1.314 -2.630 1.971 0.332
H -0.986 -0.908 1.397 0.397
H -1.318 -0.835 -0.628 0.653
H -2.690 1.447 -0.021 0.400
H -3.070 0.347 -1.436 0.384
H -2.398 1.783 -1.564 0.442
```